C23H34N8O3Sn | wB97M-V/def2-TZVPD

Each line ends with the natural charge from an NBO analysis.
Positions of all 69 atoms, in Å:
1 Sn 0.8452 -0.3868 -0.2956  1.43
2 O -0.5515 3.2606 -2.3900  -0.56
3 C 0.0442 2.3703 -1.8193  0.64
4 N -0.3095 1.0433 -1.7217  -0.83
5 C -1.3920 0.6120 -2.4457  0.63
6 O -2.1728 1.2699 -3.1060  -0.57
7 C -1.6361 -0.8874 -2.3919  0.12
8 C -2.5695 -1.4329 -3.2654  -0.20
9 C -2.8506 -2.7850 -3.1815  -0.16
10 C -2.1817 -3.5517 -2.2361  -0.25
11 C -1.2612 -2.9290 -1.4134  0.06
12 N -1.0055 -1.6267 -1.4864  -0.49
13 C 1.3385 2.7408 -1.1253  0.14
14 C 1.9094 3.9741 -1.4222  -0.20
15 C 3.0511 4.3632 -0.7465  -0.16
16 C 3.5899 3.5078 0.2062  -0.25
17 C 2.9638 2.2952 0.4258  0.05
18 N 1.8657 1.9238 -0.2232  -0.49
19 H -3.0485 -0.7795 -3.9795  0.25
20 H -3.5844 -3.2358 -3.8364  0.22
21 H -2.3743 -4.6109 -2.1382  0.23
22 H -0.7064 -3.4769 -0.6594  0.21
23 H 1.4386 4.5933 -2.1712  0.25
24 H 3.5104 5.3219 -0.9479  0.22
25 H 4.4725 3.7798 0.7679  0.22
26 H 3.3449 1.5897 1.1575  0.20
27 C 3.8022 -1.7685 -3.3128  -0.61
28 C 3.2023 -1.7805 -1.9014  0.27
29 C 2.7300 -3.2021 -1.5620  -0.63
30 C 4.2762 -1.3477 -0.8902  -0.63
31 O 2.1339 -0.8875 -1.8813  -1.03
32 H 4.6531 -2.4494 -3.3932  0.19
33 H 4.1234 -0.7554 -3.5574  0.21
34 H 3.0340 -2.0658 -4.0274  0.21
35 H 3.5594 -3.9119 -1.5938  0.20
36 H 1.9678 -3.5061 -2.2820  0.21
37 H 2.2851 -3.2144 -0.5625  0.20
38 H 5.1351 -2.0223 -0.8959  0.20
39 H 3.8377 -1.3326 0.1131  0.19
40 H 4.6079 -0.3366 -1.1335  0.21
41 N 2.5986 -3.3183 2.4362  -0.67
42 N 1.6314 -2.2836 2.2563  -0.66
43 H 2.9993 -3.3183 3.3676  0.33
44 H 3.3471 -3.1692 1.7728  0.35
45 H 1.8804 -1.4257 2.7402  0.33
46 H 0.7563 -2.6055 2.6499  0.35
47 C -4.9245 1.5740 1.1491  -0.41
48 C -4.3595 0.4474 0.3031  -0.21
49 N -2.9518 0.2674 0.5980  -0.61
50 C -2.2939 0.7272 1.7024  0.62
51 N -1.0084 0.5637 1.7468  -0.62
52 C -0.3122 0.9197 2.9649  -0.22
53 C -0.9779 2.0728 3.7015  -0.42
54 C -2.4342 1.7042 3.9339  -0.19
55 N -3.0511 1.3231 2.6786  -0.45
56 C -4.4992 1.3455 2.5912  -0.20
57 H -6.0115 1.5976 1.0755  0.22
58 H -4.5200 2.5269 0.8028  0.22
59 H -4.4771 0.6642 -0.7598  0.22
60 H -4.9033 -0.4805 0.5211  0.18
61 H -2.3292 0.0403 -0.1522  0.41
62 H 0.7166 1.1794 2.6921  0.19
63 H -0.2685 0.0419 3.6264  0.17
64 H -0.9223 2.9705 3.0820  0.21
65 H -0.4856 2.2697 4.6549  0.21
66 H -2.9868 2.5568 4.3345  0.20
67 H -2.4992 0.8854 4.6634  0.18
68 H -4.8603 2.1551 3.2277  0.20
69 H -4.9316 0.4061 2.9648  0.18

HOMO level	-6.9	eV
LUMO energy	0.20	eV
Kohn-Sham gap	7.12	eV
2S+1	1
net charge	0

=====

C23H34NO3S2SbSeTi | wB97M-V/def2-TZVPD

Each line ends with the natural charge from an NBO analysis.
Positions of all 66 atoms, in Å:
1 Ti -0.4210 -0.7477 -1.0910  1.09
2 C -0.5607 -2.8436 3.0874  -0.65
3 C 0.3221 -2.4987 1.9201  0.09
4 C 1.2448 -1.4491 2.0091  -0.24
5 C 1.9746 -1.0649 0.9011  -0.19
6 C 1.8064 -1.7323 -0.3163  -0.29
7 C 0.9200 -2.8087 -0.4125  -0.29
8 C 0.1866 -3.1796 0.7187  -0.21
9 H -1.0578 -1.9451 3.4576  0.22
10 H 0.0133 -3.2789 3.9111  0.19
11 H -1.3343 -3.5479 2.7847  0.23
12 H 1.3283 -0.8860 2.9327  0.20
13 H 2.6305 -0.2042 0.9441  0.23
14 H 2.3912 -1.4324 -1.1736  0.26
15 H 0.8386 -3.3803 -1.3273  0.25
16 H -0.5299 -3.9907 0.6414  0.24
17 C -0.4618 0.0983 -5.6127  -0.64
18 C 0.0201 -0.0077 -4.1812  -0.20
19 S -0.1980 -1.5634 -3.3928  -0.34
20 C 0.5778 1.0419 -3.5532  -0.17
21 C 0.7230 2.3870 -4.2238  -0.64
22 S 1.1563 0.9707 -1.8911  -0.33
23 H -0.9768 -0.8165 -5.9009  0.22
24 H 0.3658 0.2574 -6.3152  0.18
25 H -1.1605 0.9318 -5.7370  0.20
26 H 0.9378 2.2937 -5.2920  0.19
27 H 1.5281 2.9554 -3.7561  0.21
28 H -0.1953 2.9756 -4.1166  0.21
29 C 3.5190 3.9242 2.3863  -0.62
30 C 2.1261 3.6734 2.9559  -0.80
31 Sb 0.8634 2.6221 1.4610  1.12
32 C -0.9927 2.8842 2.5627  -0.76
33 C -0.8989 3.4234 3.9833  -0.62
34 C 0.6963 4.3857 0.2092  -0.76
35 C 0.4438 5.6992 0.9370  -0.62
36 H 4.2033 4.3787 3.1123  0.18
37 H 3.4727 4.5914 1.5208  0.20
38 H 3.9777 2.9937 2.0399  0.20
39 H 1.6744 4.6138 3.2809  0.19
40 H 2.1877 3.0290 3.8383  0.19
41 H -1.4532 1.8961 2.5417  0.24
42 H -1.6240 3.5170 1.9369  0.22
43 H -0.2510 2.8044 4.6097  0.19
44 H -1.8832 3.4513 4.4638  0.19
45 H -0.4927 4.4369 4.0089  0.19
46 H -0.1197 4.1378 -0.4682  0.25
47 H 1.6023 4.4402 -0.3993  0.21
48 H -0.4221 5.6240 1.6004  0.20
49 H 0.2468 6.5185 0.2366  0.19
50 H 1.2990 5.9937 1.5513  0.19
51 Se -2.7441 -2.6049 -0.5467  -0.27
52 C -2.3411 -4.4396 -0.8128  -0.17
53 C -2.8581 -5.4476 0.0158  -0.28
54 C -2.5334 -6.7831 -0.1728  -0.22
55 C -1.6702 -7.1652 -1.1932  -0.31
56 C -1.1457 -6.1798 -2.0243  -0.16
57 C -1.4769 -4.8457 -1.8433  -0.30
58 H -3.5236 -5.1600 0.8217  0.21
59 H -2.9538 -7.5338 0.4901  0.19
60 H -1.4096 -8.2080 -1.3366  0.19
61 H -0.4708 -6.4533 -2.8291  0.18
62 H -1.0766 -4.0884 -2.5086  0.23
63 O -2.0928 0.3356 -1.3822  -0.54
64 N -1.4322 0.8602 -0.4023  0.47
65 O -1.2853 2.0934 -0.2669  -0.58
66 O -1.2301 0.0473 0.6072  -0.62

HOMO level (spin up / spin down)	-0.6 / -0.7	eV
LUMO energy (spin up / spin down)	4.69 / 4.69	eV
Kohn-Sham gap (spin up / spin down)	5.33 / 5.36	eV
2S+1	1
net charge	-2

=====

C23H35AsBClN10O6OsSi2 | wB97M-V/def2-TZVPD

Each line ends with the Mulliken spin population.
Positions of all 80 atoms, in Å:
1 Os -0.4522 0.1896 0.5050  0.65
2 C 1.7760 3.7410 1.4528  0.00
3 C 1.3880 2.4382 1.7462  0.00
4 N 0.4266 2.0463 0.9152  -0.01
5 N 0.1760 3.0819 0.0769  0.00
6 C 0.9834 4.1080 0.3862  0.00
7 B -0.7902 2.9233 -1.1348  -0.01
8 N -2.1344 2.3606 -0.5887  -0.01
9 C -3.3817 2.8050 -0.8061  0.00
10 C -4.2594 2.0118 -0.0938  -0.01
11 C -3.4501 1.0764 0.5420  -0.02
12 N -2.1748 1.2999 0.2358  0.02
13 N -0.1547 1.8596 -2.0587  -0.01
14 C 0.3398 1.8584 -3.3046  0.02
15 C 0.9615 0.6443 -3.5303  0.00
16 C 0.8065 -0.0637 -2.3480  0.01
17 N 0.1310 0.6751 -1.4661  0.03
18 N -1.0495 4.2617 -1.7721  0.00
19 C -1.4960 5.3812 -1.1387  0.00
20 C -1.6945 6.3494 -2.0850  0.00
21 C -1.3540 5.7195 -3.2987  0.00
22 N -0.9785 4.4702 -3.1092  0.00
23 H 2.5400 4.3239 1.9348  0.00
24 H 1.7813 1.7510 2.4724  0.00
25 H 0.9502 5.0206 -0.1834  0.00
26 H -3.5575 3.6539 -1.4447  0.00
27 H -5.3294 2.1015 -0.0414  0.00
28 H -3.7153 0.2502 1.1817  0.01
29 H 0.2029 2.7206 -3.9313  0.00
30 H 1.4635 0.3284 -4.4270  0.00
31 H 1.1526 -1.0463 -2.0746  0.00
32 H -1.6410 5.3987 -0.0703  0.00
33 H -2.0363 7.3575 -1.9298  0.00
34 H -1.3695 6.1272 -4.2966  0.00
35 C -1.1348 2.8021 4.2452  0.03
36 Si -0.6379 1.0691 4.7230  0.04
37 C -1.8517 0.3089 5.9092  0.00
38 C 1.1078 0.8551 5.3226  0.00
39 As -0.9441 -0.2298 2.6983  0.27
40 Si 0.3958 -4.1861 2.2383  -0.01
41 C -0.8534 -5.5172 2.5970  0.00
42 C 0.8936 -3.2979 3.7843  0.01
43 C 1.8089 -4.7607 1.1847  0.00
44 H -1.4022 3.3466 5.1553  0.01
45 H -2.0063 2.8141 3.5874  0.00
46 H -0.3263 3.3359 3.7484  -0.01
47 H -1.8795 0.9020 6.8271  0.00
48 H -1.5616 -0.7081 6.1777  0.00
49 H -2.8633 0.2816 5.5015  0.00
50 H 1.2523 1.5316 6.1706  0.00
51 H 1.8737 1.0711 4.5816  0.00
52 H 1.2655 -0.1628 5.6826  0.00
53 H -0.5336 -6.0691 3.4846  0.00
54 H -0.9555 -6.2428 1.7890  0.00
55 H -1.8378 -5.0972 2.8134  0.00
56 H 0.0227 -3.0479 4.3961  0.00
57 H 1.4540 -2.3910 3.5464  -0.01
58 H 1.5482 -3.9321 4.3874  0.00
59 H 1.5997 -4.5914 0.1259  0.00
60 H 1.9976 -5.8267 1.3225  0.00
61 H 2.7211 -4.2118 1.4184  0.00
62 O 2.5097 -0.4211 2.3499  0.00
63 Cl 2.6596 -0.6242 0.9355  0.00
64 O 3.4602 -1.7564 0.6448  0.00
65 O 3.0980 0.5546 0.2791  0.00
66 O 1.2804 -0.9889 0.3933  0.01
67 C -3.0062 -2.5378 -3.4324  0.00
68 N -2.3039 -2.7020 -2.1588  0.00
69 C -1.9788 -3.9100 -1.6745  0.00
70 C -1.3434 -4.0419 -0.4887  0.00
71 C -0.9930 -2.8581 0.2079  0.01
72 O -0.4037 -2.9272 1.3638  0.00
73 N -1.2680 -1.6415 -0.2833  -0.01
74 C -2.0190 -1.5245 -1.4591  -0.01
75 O -2.3679 -0.4668 -1.9239  0.00
76 H -3.1070 -3.5139 -3.8984  0.00
77 H -2.4387 -1.8706 -4.0763  0.00
78 H -3.9869 -2.1000 -3.2613  0.00
79 H -2.2581 -4.7609 -2.2807  0.00
80 H -1.0961 -5.0092 -0.0874  0.00

HOMO level (spin up / spin down)	-10.8 / -11.0	eV
LUMO energy (spin up / spin down)	-4.54 / -4.55	eV
Kohn-Sham gap (spin up / spin down)	6.23 / 6.45	eV
2S+1	2
net charge	+1

=====

C23H35Cl3N2RhS2Si2 | wB97M-V/def2-TZVPD

Each line ends with the natural charge from an NBO analysis.
Positions of all 68 atoms, in Å:
1 Rh -0.4898 0.6436 0.2894  -0.11
2 C -2.7213 5.3534 -0.2271  -0.65
3 C -1.2387 5.1198 -0.1641  0.25
4 C -0.3884 6.1311 0.3512  -0.27
5 C 0.9540 5.9196 0.3808  -0.13
6 C 1.4785 4.7102 -0.1198  -0.12
7 C 2.8664 4.4543 -0.1591  -0.18
8 C 3.3300 3.2912 -0.6938  -0.21
9 C 2.4285 2.3301 -1.1886  -0.21
10 C 1.0642 2.5112 -1.1458  -0.23
11 S -0.0178 1.2635 -1.8074  -0.01
12 C 0.5567 3.7467 -0.6074  0.23
13 N -0.7802 3.9714 -0.6015  -0.44
14 H -2.9547 6.4181 -0.2013  0.20
15 H -3.2152 4.8694 0.6168  0.25
16 H -3.1260 4.9070 -1.1341  0.24
17 H -0.8190 7.0579 0.7094  0.21
18 H 1.6339 6.6708 0.7692  0.20
19 H 3.5490 5.2000 0.2351  0.20
20 H 4.3939 3.0886 -0.7307  0.21
21 H 2.8194 1.4110 -1.6051  0.22
22 Cl -3.3558 1.8482 -1.7903  -0.42
23 Si -2.6620 0.9443 -0.0425  1.26
24 Cl -4.2519 -0.3787 0.2477  -0.42
25 Cl -3.0449 2.2781 1.5323  -0.42
26 C 2.2612 -1.4446 -1.7082  -0.63
27 C 1.8021 -1.7476 -0.2758  -0.59
28 C 2.5101 -0.7557 0.6611  -0.61
29 C 2.3484 -3.1495 0.0613  -0.62
30 Si -0.1421 -1.6340 -0.0663  1.91
31 C -1.0003 -2.5216 -1.5882  -0.61
32 C -2.4751 -2.8448 -1.3204  -0.62
33 C -0.9822 -1.6274 -2.8342  -0.61
34 C -0.3221 -3.8541 -1.9537  -0.61
35 C -0.6560 -2.5230 1.6055  -0.61
36 C 0.2913 -2.2176 2.7756  -0.61
37 C -2.0478 -2.0530 2.0415  -0.61
38 C -0.7077 -4.0555 1.4588  -0.61
39 H 3.3599 -1.4562 -1.7344  0.19
40 H 1.9158 -0.4684 -2.0518  0.23
41 H 1.9175 -2.1886 -2.4258  0.20
42 H 3.5938 -0.8085 0.4831  0.19
43 H 2.3346 -0.9720 1.7130  0.22
44 H 2.2020 0.2802 0.4959  0.21
45 H 3.4273 -3.1617 -0.1436  0.19
46 H 1.8969 -3.9404 -0.5392  0.21
47 H 2.2221 -3.4063 1.1113  0.21
48 H -3.0561 -1.9484 -1.1203  0.23
49 H -2.6230 -3.5373 -0.4918  0.20
50 H -2.9000 -3.3150 -2.2181  0.19
51 H -1.5146 -0.6896 -2.6611  0.22
52 H -1.4946 -2.1519 -3.6522  0.19
53 H 0.0259 -1.3828 -3.1704  0.22
54 H -0.3393 -4.5695 -1.1285  0.21
55 H 0.7107 -3.7321 -2.2766  0.20
56 H -0.8702 -4.3095 -2.7892  0.20
57 H 0.4216 -1.1474 2.9367  0.24
58 H 1.2744 -2.6727 2.6571  0.19
59 H -0.1471 -2.6365 3.6904  0.20
60 H -2.0541 -0.9873 2.2848  0.22
61 H -2.3426 -2.5937 2.9513  0.19
62 H -2.8088 -2.2330 1.2834  0.22
63 H 0.2332 -4.4802 1.1037  0.20
64 H -1.5018 -4.3857 0.7888  0.20
65 H -0.9122 -4.4965 2.4434  0.20
66 S -0.1613 1.5827 4.9998  -0.26
67 C 0.0560 1.3305 3.4185  0.19
68 N 0.2449 1.1453 2.2715  -0.73

HOMO level	-5.0	eV
LUMO energy	1.98	eV
Kohn-Sham gap	6.98	eV
2S+1	1
net charge	-1

=====

How do the records compare in maximum force? In the order shown, they have 0.79 1.54 0.92 0.76 eV/Å.
How do the records compare in calculated total energy? In the order shown, they have -48298.628 -148703.335 -143858.997 -105409.813 eV.